Record 1
# C29H28AgCl3FGeN6O5

C29H28AgCl3FGeN6O5 as an isolated structure (ωB97M-V/def2-TZVPD, OMol25).

```
74
C29H28AgCl3FGeN6O5, DFT ωB97M-V/def2-TZVPD
Ag -0.84 0.17 1.16
C 4.16 -6.03 -0.94
C 4.34 -5.40 0.44
N 3.28 -4.45 0.77
C 3.51 -3.12 0.58
C 2.60 -2.14 0.77
C 3.02 -0.75 0.49
O 4.12 -0.32 0.66
O 1.96 -0.07 -0.01
C 1.31 -2.47 1.34
O 0.51 -1.67 1.78
C 1.02 -3.91 1.39
C -0.27 -4.31 1.71
C -0.56 -5.64 1.80
F -1.84 -6.03 2.03
C 0.41 -6.62 1.64
C 1.70 -6.23 1.31
C 2.01 -4.87 1.14
N 0.14 -8.01 1.80
C -0.77 -8.40 2.86
C -0.54 -9.86 3.19
N -0.83 -10.65 1.94
C 0.06 -10.22 0.80
C -0.14 -8.74 0.57
H 4.97 -6.73 -1.14
H 4.16 -5.26 -1.71
H 3.21 -6.57 -1.01
H 5.28 -4.86 0.47
H 4.39 -6.16 1.21
H 4.50 -2.86 0.22
H -1.03 -3.54 1.86
H 2.44 -7.00 1.19
H -1.83 -8.26 2.59
H -0.58 -7.79 3.75
H -1.20 -10.21 3.98
H 0.50 -10.04 3.46
H -1.80 -10.46 1.67
H -0.75 -11.65 2.11
H -0.18 -10.81 -0.07
H 1.09 -10.43 1.11
H -1.17 -8.56 0.21
H 0.54 -8.41 -0.22
Cl -3.14 3.66 -0.29
Ge -2.20 1.67 -0.58
Cl -0.97 2.10 -2.40
Cl -3.91 0.61 -1.66
N -1.90 -1.95 -1.01
C -2.86 -2.02 -0.03
C -4.13 -2.57 -0.30
C -5.05 -2.65 0.71
C -4.71 -2.21 1.99
C -3.45 -1.69 2.17
N -2.54 -1.59 1.20
H -2.25 -1.80 -1.94
H -1.12 -1.36 -0.78
H -4.36 -2.87 -1.32
H -6.04 -3.04 0.51
H -5.42 -2.25 2.81
H -3.14 -1.32 3.14
O 3.42 1.17 -2.15
C 2.85 1.83 -1.28
N 2.16 1.27 -0.18
C 1.50 2.17 0.67
O 0.79 1.81 1.65
C 1.86 3.43 0.13
C 1.50 4.73 0.52
C 1.95 5.79 -0.23
C 2.75 5.59 -1.38
C 3.10 4.33 -1.79
C 2.67 3.24 -1.04
H 0.87 4.88 1.39
H 1.67 6.80 0.06
H 3.07 6.46 -1.95
H 3.70 4.17 -2.68
```

As for the spin multiplicity: 2. As for the total charge: 0. The value obtained for the energy above the lowest of the compared OMol25 structures with the same formula, charge and spin is 1.693 eV. As for the expectation value of S²: 0.77. The value obtained for the LUMO energy (alpha / beta) is -2.3 / -2.3 eV. The calculation puts the highest occupied orbital energy (alpha / beta) at -0.1316 / -0.2347 Ha. The calculation puts the orbital gap (alpha / beta) at 1.332 / 4.137 eV.


Record 2
# C29H28CdN8OS

C29H28CdN8OS as an isolated structure (ωB97M-V/def2-TZVPD, OMol25).

```
68
C29H28CdN8OS, DFT ωB97M-V/def2-TZVPD
Cd 0.35 -0.36 -1.04
C 1.83 -2.44 4.04
C 0.86 -3.07 3.28
C 0.06 -2.34 2.42
C 0.22 -0.96 2.29
C 1.17 -0.33 3.10
C 1.97 -1.06 3.96
N -0.52 -0.27 1.32
C -1.82 -0.14 1.41
C -2.53 -0.18 2.67
C -3.84 0.18 2.75
C -4.59 0.55 1.60
C -4.00 0.47 0.37
C -2.64 0.10 0.24
N -2.05 -0.16 -0.95
N -2.78 -0.25 -1.99
C -2.08 -0.46 -3.17
C -2.79 -0.98 -4.26
C -2.14 -1.12 -5.47
C -0.81 -0.72 -5.58
C -0.18 -0.24 -4.44
N -0.79 -0.13 -3.27
H 2.47 -3.01 4.71
H 0.72 -4.14 3.36
H -0.70 -2.83 1.82
H 1.26 0.75 3.06
H 2.70 -0.55 4.57
H -1.97 -0.45 3.55
H -4.33 0.20 3.72
H -5.62 0.86 1.70
H -4.56 0.67 -0.53
H -3.82 -1.26 -4.13
H -2.66 -1.52 -6.33
H -0.28 -0.79 -6.51
H 0.86 0.09 -4.47
C -2.65 3.67 -0.46
N -1.55 3.29 0.40
C -1.53 3.35 1.78
C -0.36 2.84 2.19
N 0.34 2.44 1.06
C -0.40 2.72 -0.06
S 0.01 2.50 -1.65
C 1.62 1.86 1.09
C 2.55 2.33 2.01
C 3.78 1.71 2.08
C 4.04 0.65 1.22
C 3.07 0.29 0.31
N 1.88 0.88 0.24
H -3.31 4.34 0.09
H -3.21 2.79 -0.78
H -2.26 4.17 -1.34
H -2.36 3.74 2.35
H 0.01 2.67 3.19
H 2.31 3.17 2.65
H 4.53 2.05 2.78
H 4.99 0.13 1.25
H 3.24 -0.51 -0.41
N 4.31 -2.00 -2.49
C 3.03 -1.55 -2.51
O 2.78 -0.35 -2.54
C 1.95 -2.61 -2.47
C 1.07 -2.43 -1.23
H 5.07 -1.34 -2.50
H 4.53 -2.98 -2.50
H 2.40 -3.61 -2.53
H 1.34 -2.45 -3.37
H 1.61 -2.75 -0.34
H 0.20 -3.09 -1.33
```

As for the total charge: 0. The value obtained for the energy above the lowest of the compared OMol25 structures with the same formula, charge and spin is 1.011 eV. The value obtained for the LUMO energy is -0.3 eV. The calculation puts the highest occupied orbital energy at -0.2404 Ha. The calculation puts the orbital gap at 6.246 eV.


Record 3
# C29H28F2O5

One molecule with the formula C29H28F2O5 at a distorted geometry (ωB97M-V/def2-TZVPD, OMol25).

```
64
C29H28F2O5, DFT ωB97M-V/def2-TZVPD
C 0.17 -2.12 1.75
C 0.05 -0.68 2.19
O 0.44 0.16 1.05
C 0.49 1.46 1.43
O 0.59 1.84 2.58
C 0.30 2.31 0.16
C 0.68 3.77 0.26
O 0.89 4.46 -0.73
O 0.62 4.23 1.54
C 0.78 5.65 1.69
C 0.48 5.99 3.11
C 1.19 1.70 -0.93
O 0.66 0.85 -1.66
C 2.62 2.18 -1.28
C 3.45 2.88 -0.38
C 4.67 3.44 -0.80
C 5.08 3.31 -2.13
C 4.27 2.60 -3.05
C 3.06 2.05 -2.62
C -1.56 2.21 -0.01
C -2.05 1.70 -1.34
C -2.21 2.62 -2.40
C -2.79 2.23 -3.60
C -3.20 0.89 -3.74
C -3.93 0.43 -4.95
C -2.91 -0.04 -2.75
F -3.30 -1.34 -2.96
C -2.36 0.34 -1.54
C -2.41 1.80 1.17
C -2.16 2.42 2.42
C -2.75 1.99 3.59
C -3.68 0.93 3.60
C -4.31 0.43 4.87
C -4.03 0.41 2.35
F -5.03 -0.56 2.35
C -3.47 0.84 1.16
H -0.34 -2.77 2.47
H -0.28 -2.28 0.75
H 1.23 -2.43 1.73
H -0.99 -0.44 2.51
H 0.75 -0.46 3.02
H 1.81 5.90 1.47
H 0.11 6.16 0.99
H 0.71 7.05 3.22
H -0.58 5.83 3.35
H 1.09 5.43 3.83
H 3.15 3.00 0.66
H 5.26 4.00 -0.05
H 5.97 3.82 -2.46
H 4.59 2.51 -4.10
H 2.41 1.51 -3.31
H -1.48 3.32 -0.02
H -1.83 3.66 -2.32
H -2.92 2.95 -4.43
H -3.99 1.27 -5.64
H -3.36 -0.36 -5.44
H -4.95 0.09 -4.75
H -2.16 -0.43 -0.80
H -1.43 3.23 2.42
H -2.51 2.53 4.53
H -4.07 1.06 5.72
H -5.41 0.35 4.77
H -3.94 -0.56 5.13
H -3.90 0.44 0.23
```

As for the total charge: 0. The value obtained for the energy above the lowest of the compared OMol25 structures with the same formula, charge and spin is 0.000 eV. The value obtained for the LUMO energy is 0.0 eV. The calculation puts the highest occupied orbital energy at -0.3213 Ha. The calculation puts the orbital gap at 8.719 eV. The structure (SMILES) is CCOC(=O)C(C(=O)OCC)(C(=O)c1ccccc1)C(c1ccc(C)c(F)c1)c1ccc(C)c(F)c1.